(1)
The following is a quantum chemistry calculation of 7 unconnected molecules or ions with the total composition C13H30N4O17 at a distorted geometry, from OMol25.

```
64
Properties=species:S:1:pos:R:3:forces:R:3
C -11.876243 20.326013 18.853438 -0.009 -0.312 0.354
N -12.294526 21.262018 17.780299 0.396 -0.265 -0.627
O -12.177634 20.894990 16.621877 -0.041 0.128 0.421
O -12.754691 22.325479 18.129358 -0.016 0.144 0.068
H -12.769075 20.205323 19.461058 0.180 -0.170 0.170
H -11.058353 20.734236 19.440790 -0.206 0.468 -0.054
H -11.510088 19.393480 18.446188 -0.302 0.008 -0.361
C -6.957556 20.598241 16.444025 0.053 -0.171 -0.709
N -7.845605 20.403149 17.606363 0.085 0.257 0.404
O -7.328586 20.432093 18.709908 -0.068 -0.029 -0.211
O -9.024174 20.236030 17.395068 -0.215 -0.054 0.028
H -6.651317 21.637321 16.374069 0.047 0.043 0.377
H -7.515517 20.351778 15.545747 -0.037 -0.119 0.105
H -6.105088 19.942132 16.578985 0.105 0.105 0.025
C -7.252266 20.163168 21.872594 -0.085 0.286 -0.053
N -6.774368 21.550491 21.595893 0.105 -0.056 -0.027
O -5.730112 21.681090 20.989864 -0.096 -0.042 0.094
O -7.460633 22.459876 22.008549 -0.102 0.085 0.006
H -8.240180 20.070323 21.435324 0.046 0.050 -0.176
H -7.372243 20.078423 22.948236 0.266 -0.097 0.039
H -6.530723 19.491885 21.426909 -0.052 -0.208 0.143
C -4.240490 15.901708 19.109573 0.257 -0.120 -0.220
N -5.145970 15.813273 20.287725 -0.023 0.010 -0.094
O -5.272966 14.727938 20.804638 0.027 -0.114 0.104
O -5.730483 16.820269 20.630106 0.051 0.221 -0.033
H -3.522844 16.708503 19.225406 -0.177 0.102 0.275
H -4.856886 16.101986 18.238294 -0.097 -0.029 0.025
H -3.731394 14.949650 19.023113 -0.053 -0.032 -0.043
C -13.259245 11.954983 19.866165 -0.470 -0.026 0.361
O -12.579811 10.711205 19.746495 0.563 0.021 0.108
C -13.181471 9.796341 18.995719 -0.105 0.148 -0.160
O -14.259872 9.912250 18.478945 -0.233 -0.002 0.005
O -12.380748 8.740732 18.901887 0.092 0.070 0.423
C -12.986147 7.544432 18.440842 -0.126 -0.510 -0.715
H -14.053442 11.860374 20.612091 -0.136 -0.069 -0.239
H -13.675649 12.237684 18.903101 -0.008 0.232 0.073
H -12.560530 12.681845 20.267511 0.276 -0.054 -0.297
H -14.069792 7.550233 18.540794 0.062 0.130 0.288
H -12.534524 6.733073 19.003194 -0.047 -0.028 0.045
H -12.783160 7.398026 17.376219 0.141 0.097 0.103
C -17.374421 17.021068 17.205122 -0.393 -0.022 -0.014
O -16.699500 15.932674 17.844906 0.133 0.010 -0.144
C -16.845016 15.890508 19.163043 0.216 -0.141 0.186
O -17.488566 16.647674 19.832710 -0.257 0.136 0.182
O -16.125045 14.863973 19.627231 0.170 -0.155 -0.483
C -16.324832 14.511387 20.984582 -0.900 -0.002 0.520
H -17.216528 17.945776 17.754064 0.129 0.044 -0.106
H -18.448564 16.829093 17.163794 0.067 -0.051 0.091
H -16.992401 17.061388 16.191823 0.164 0.077 0.026
H -17.393880 14.423115 21.209953 0.111 0.064 -0.165
H -15.932827 15.258187 21.673442 0.299 -0.054 -0.104
H -15.891213 13.526571 21.117663 0.311 0.103 0.025
C -13.055641 15.818721 19.314263 -1.102 -1.223 0.077
O -11.687664 15.938555 18.979751 0.239 0.318 -0.271
C -11.004767 16.901051 19.593617 0.058 -0.093 -0.423
O -11.424341 17.606017 20.466088 -0.147 0.241 0.522
O -9.794705 16.979458 19.034702 0.183 -0.320 0.254
C -8.823458 17.694508 19.811080 -0.314 0.770 -0.064
H -13.616066 16.734068 19.486379 0.491 0.306 -0.023
H -13.193109 15.156061 20.175362 0.245 0.326 0.186
H -13.532507 15.272174 18.499630 0.170 0.236 -0.169
H -8.022657 17.987725 19.142909 0.150 -0.392 -0.044
H -8.474855 17.107540 20.657396 0.073 -0.161 -0.124
H -9.251972 18.626947 20.176638 -0.141 -0.112 0.043
```
Forces are in eV/Å.

Values from the calculation:
- Calculated total energy: -2011.06576 Eh
- HOMO: -10.80 eV
- Gap between HOMO and LUMO: 0.39013 hartree
- Structure (SMILES): C[N+](=O)[O-].C[N+](=O)[O-].C[N+](=O)[O-].C[N+](=O)[O-].COC(=O)OC.COC(=O)OC.COC(=O)OC
- Relative energy (zero: lowest compared OMol25 entry of this formula, charge and spin): 0.000 eV
- Total charge: 0


(2)
The following is a quantum chemistry calculation of a molecular structure, C13H30N4OTi at a distorted geometry, from OMol25.

```
49
Properties=species:S:1:pos:R:3:forces:R:3
Ti 0.203419 -0.107563 0.154845 -0.554 -0.102 -0.408
C -0.933140 -3.442110 0.652228 0.039 0.226 -0.055
C -0.697316 -2.984223 -0.801248 0.202 -0.899 0.150
N -0.883580 -1.528368 -1.026307 -0.547 -0.157 -0.338
C -0.766065 -1.240960 -2.473182 0.013 0.501 -0.768
C -0.731494 0.271359 -2.624096 -0.560 -0.453 -0.402
N 0.379388 0.776357 -1.791769 -0.007 0.609 -0.732
C 1.692416 0.530314 -2.433205 0.672 -0.099 -0.313
C 2.791227 1.452222 -1.874423 -0.110 -0.103 0.262
C 2.454413 2.111139 -0.536579 0.331 0.463 -0.739
N 1.859411 1.201445 0.473665 0.565 -0.168 0.688
C 2.301533 -0.138544 0.612388 1.362 0.452 0.666
C 0.599718 -1.252302 1.914980 0.196 -0.560 1.060
N -0.790042 -1.157309 1.700559 0.240 0.003 0.772
C -1.585987 -2.399132 1.549063 -0.348 -1.024 -0.065
H 0.002323 -3.791581 1.092239 -0.101 -0.044 -0.005
H -1.592173 -4.312667 0.654282 0.056 0.070 0.008
H -1.390846 -3.526192 -1.458167 0.214 0.205 0.015
H 0.324426 -3.246387 -1.114660 -0.339 0.103 -0.008
H -1.869988 -1.333059 -0.792964 0.370 0.039 -0.017
H -1.595448 -1.669182 -3.047354 0.103 -0.011 0.185
H 0.158016 -1.688184 -2.857789 -0.195 0.000 0.146
H -1.673508 0.713079 -2.267421 0.226 -0.072 -0.056
H -0.612343 0.550953 -3.677864 0.020 0.025 0.199
H 0.268286 1.796763 -1.766387 -0.022 -0.297 0.211
H 1.620696 0.708917 -3.512704 -0.115 -0.213 0.159
H 1.960883 -0.527265 -2.289069 -0.092 0.266 -0.137
H 2.984253 2.268839 -2.573494 0.019 -0.072 0.052
H 3.727402 0.896378 -1.794968 -0.034 0.032 -0.055
H 1.752262 2.943215 -0.678536 0.101 -0.177 0.137
H 3.384094 2.542167 -0.138000 -0.322 -0.130 0.071
H 1.889711 1.705767 1.366251 -0.195 -0.338 -0.185
H 2.871577 -0.359547 1.517873 -0.386 -0.108 -0.158
H 2.823503 -0.539281 -0.264793 -0.432 -0.069 0.038
H 0.969536 -0.739495 2.808686 0.002 0.029 -0.369
H 1.000143 -2.262552 1.838643 0.136 0.271 -0.176
H -1.275070 -0.566049 2.382864 0.343 0.007 -0.299
H -2.585228 -2.133238 1.189706 0.141 0.134 0.011
H -1.721483 -2.852902 2.539650 0.036 0.248 -0.128
C -2.814854 2.645582 1.349186 -0.149 0.196 -0.345
C -1.497945 2.001307 1.479690 -0.022 0.259 0.266
C -0.742496 2.196696 2.745728 0.236 -0.236 -0.037
O -1.028869 1.281710 0.559304 -0.959 1.224 0.730
H -2.960910 3.443899 2.071964 0.081 0.012 0.052
H -3.596363 1.900130 1.534285 0.014 -0.150 0.061
H -2.993648 3.016079 0.338693 0.073 -0.040 -0.038
H -1.383171 2.021570 3.614076 -0.098 -0.034 -0.022
H -0.452637 3.248182 2.842282 -0.035 0.075 -0.107
H 0.155968 1.574022 2.811849 -0.169 0.105 0.025
```
Forces are in eV/Å.

Values from the calculation:
- Calculated total energy: -1656.06610 Eh
- HOMO (spin up / spin down): -19.31 / -20.38 eV
- Gap between HOMO and LUMO (spin up / spin down): 0.30332 / 0.30495 hartree
- Relative energy (zero: lowest compared OMol25 entry of this formula, charge and spin): 2.346 eV
- <S²>: 0.755
- Multiplicity: 2
- Total charge: +3


(3)
The following is a quantum chemistry calculation of 4 unconnected molecules or ions with the total composition C13H31BF3NO8S at a distorted geometry, from OMol25.

```
58
Properties=species:S:1:pos:R:3:forces:R:3
N 1.808970 1.767195 2.779795 -3.702 2.108 0.959
B 0.494619 1.576679 3.574460 2.141 0.836 0.966
O 0.360764 2.248433 4.915348 -1.127 -0.085 -3.297
C -0.776333 0.662294 3.041833 -1.896 0.648 -1.197
C -1.103641 0.812452 1.442385 0.446 -0.918 -0.909
C -2.437978 -0.072779 0.982337 0.318 0.510 -1.002
C -3.791296 0.847005 1.079468 0.676 1.159 -0.108
C -4.547368 0.824932 2.533451 -0.743 -0.531 -0.670
O -5.806492 0.017158 2.412685 1.985 0.465 -0.742
C -5.012489 2.316357 3.082049 -1.221 0.432 1.448
F -5.336342 3.284465 2.009380 1.315 -2.846 3.785
F -6.239999 2.206902 3.955060 4.181 0.630 -3.002
F -3.928858 2.805755 4.011723 -3.323 -0.902 -3.229
C -2.537963 -1.540226 1.705657 -0.805 0.173 0.123
O -1.162716 -2.058547 2.008049 -0.677 2.134 1.422
S -0.485121 -1.199255 3.335948 4.728 -1.744 3.593
O -1.007888 -1.651963 4.720058 0.669 1.622 -5.277
O 1.072568 -1.382662 3.225423 -6.079 0.603 -0.363
H 2.091846 2.779181 2.949401 -0.086 -1.793 -0.010
H 1.615687 1.710871 1.755887 0.567 -0.601 1.089
H -0.467047 2.826777 4.925725 1.519 -1.435 0.136
H -1.730089 1.064728 3.629136 1.870 -1.396 -1.011
H -1.208100 1.947772 1.095275 0.029 -2.440 1.023
H -0.209580 0.374640 0.783446 -1.689 0.931 1.722
H -2.267285 -0.288012 -0.179537 -0.422 0.431 2.619
H -4.501763 0.598428 0.157972 1.154 0.455 2.310
H -3.439527 1.973057 0.898299 -0.765 -2.472 0.265
H -3.828851 0.392220 3.382936 -1.810 0.964 -1.791
H -5.825518 -0.461406 1.527967 0.373 1.158 1.642
H -3.103152 -2.309672 0.990879 1.644 1.588 1.562
H -3.109088 -1.557604 2.726636 0.861 0.268 -1.908
C 2.756375 0.366361 -2.139347 -0.117 -0.016 -0.198
C 2.968801 1.091133 -0.826374 0.122 -0.410 -0.178
O 2.485599 0.299138 0.248602 -0.032 -0.205 0.043
H 1.693813 0.150743 -2.292228 0.044 0.159 0.067
H 3.119615 0.965762 -2.978862 -0.001 -0.175 0.031
H 3.279656 -0.595283 -2.140118 0.064 0.249 -0.075
H 2.426495 2.041221 -0.821364 -0.004 -0.111 0.169
H 4.030328 1.298895 -0.660083 0.015 0.153 -0.163
H 2.979327 -0.538708 0.240506 -0.337 0.414 0.175
C 6.366768 0.277102 -5.600043 -0.025 0.068 -0.253
C 5.982697 0.756840 -4.215608 0.263 -0.267 -0.127
O 5.476666 -0.326596 -3.449832 0.127 -0.351 0.255
H 5.501435 -0.158937 -6.109915 0.073 0.138 0.086
H 6.754694 1.101609 -6.204784 0.013 -0.116 0.000
H 7.129409 -0.506140 -5.540933 0.035 0.142 0.003
H 5.204900 1.523591 -4.278156 0.014 -0.187 0.147
H 6.845684 1.182513 -3.694349 -0.001 0.193 -0.111
H 6.177757 -0.998220 -3.393147 -0.378 0.353 -0.029
C -1.161870 -3.927948 -2.414181 0.063 -0.230 0.103
C -2.286871 -2.914981 -2.363305 0.314 -0.131 -0.230
O -1.783207 -1.650602 -1.958356 0.142 0.464 -0.086
H -0.683643 -4.021338 -1.433630 -0.147 -0.001 -0.097
H -1.534453 -4.909462 -2.720484 0.096 0.065 -0.006
H -0.385783 -3.609998 -3.117871 -0.120 -0.066 -0.047
H -3.049444 -3.225520 -1.643003 0.092 0.210 -0.031
H -2.761772 -2.806385 -3.343270 -0.120 -0.173 0.021
H -1.112950 -1.379965 -2.608995 -0.325 -0.127 0.383
```
Forces are in eV/Å.

Values from the calculation:
- Calculated total energy: -1893.07360 Eh
- HOMO: -10.07 eV
- Gap between HOMO and LUMO: 0.37787 hartree
- Structure (SMILES): NB(O)[C@H]1C[C@H](C[C@H](O)C(F)(F)F)COS1(=O)=O.CCO.CCO.CCO
- Total charge: 0


(4)
The following is a quantum chemistry calculation of a molecular structure, C13H31ClN3O5Zn at a distorted geometry, from OMol25.

```
54
Properties=species:S:1:pos:R:3:forces:R:3
Zn 14.893183 -19.061533 3.004408 0.038 0.322 1.532
Cl 14.688447 -19.329367 5.313206 0.211 0.034 -0.511
C 18.010000 -18.265374 3.534919 0.523 0.555 1.318
O 17.090619 -19.222252 3.069010 0.650 -0.230 -1.049
C 17.506513 -20.544277 3.388984 -0.776 -0.540 0.878
C 16.606676 -21.547955 2.670826 0.221 0.801 -0.620
O 15.247493 -21.097304 2.632935 0.674 -1.212 0.426
C 14.415893 -22.090198 2.058926 -0.783 0.203 -0.480
H 18.994247 -18.292455 3.055019 -0.245 -0.294 -0.365
H 18.191497 -18.421302 4.609000 -0.098 -0.021 -0.128
H 17.608831 -17.255894 3.457606 -0.308 -0.191 -0.276
H 17.428389 -20.632468 4.477223 -0.144 -0.184 -0.002
H 18.539615 -20.785423 3.128696 0.075 0.420 -0.288
H 16.669900 -22.536064 3.123888 0.023 0.040 0.202
H 16.942223 -21.626800 1.628824 0.042 -0.110 -0.005
H 14.363921 -21.969459 0.971440 0.119 0.022 0.014
H 13.409599 -21.967792 2.453990 0.042 0.068 0.098
H 14.737398 -23.111586 2.258625 0.239 0.111 0.278
C 10.887549 -20.169632 3.187862 -0.099 0.219 -0.558
C 11.793759 -19.393026 2.247694 0.050 -0.485 0.951
O 12.954727 -19.162898 2.598222 -1.050 0.074 -1.004
N 11.234666 -18.952347 1.112468 0.290 0.015 0.706
C 11.878445 -18.057769 0.180395 0.107 0.228 -0.725
H 10.592889 -19.473140 3.972874 0.045 -0.127 0.145
H 11.419977 -21.007936 3.624979 0.125 0.094 0.117
H 9.987562 -20.539313 2.693372 0.025 0.040 0.028
H 10.260287 -19.188398 1.035833 -0.032 0.218 -0.428
H 12.365372 -18.604500 -0.627767 -0.119 -0.098 -0.078
H 12.654778 -17.433404 0.616391 -0.079 -0.208 0.535
H 11.144262 -17.384741 -0.258173 -0.094 -0.103 -0.006
C 15.040358 -19.927565 -1.124057 -0.876 0.266 0.196
C 15.574010 -18.870557 -0.188366 0.142 0.223 -0.140
O 15.254967 -18.821965 0.998934 0.241 0.142 -0.866
N 16.387310 -17.963074 -0.759648 -0.038 -0.323 -0.064
C 17.097300 -16.941310 -0.048832 0.770 0.970 0.613
H 15.746186 -20.731399 -1.315986 0.064 -0.001 0.063
H 14.704409 -19.488990 -2.065400 0.345 0.010 -0.101
H 14.129523 -20.305377 -0.658310 0.215 -0.321 0.026
H 16.618959 -18.105637 -1.727683 -0.050 0.017 -0.049
H 17.164434 -17.168842 1.013454 -0.217 -0.226 -0.041
H 16.679704 -15.933140 -0.137291 -0.438 -0.243 -0.112
H 18.124485 -16.822659 -0.401654 -0.075 -0.398 -0.178
C 12.956024 -15.445708 2.895369 -0.189 -0.005 -0.202
C 14.422307 -15.818761 2.835572 -0.358 0.495 0.131
O 14.792704 -16.964345 3.065542 0.424 0.065 -0.096
N 15.314340 -14.856609 2.527041 0.037 0.110 0.193
C 15.046552 -13.451260 2.265911 -0.796 -0.090 -0.083
H 12.652386 -14.979921 3.834271 0.401 -0.068 0.168
H 12.375119 -16.358832 2.801684 0.026 -0.046 -0.042
H 12.666233 -14.735674 2.121132 0.054 -0.154 -0.149
H 16.280879 -15.127193 2.611358 0.004 -0.143 -0.069
H 15.004069 -13.249684 1.193728 0.377 0.092 0.022
H 15.758566 -12.812551 2.778434 0.161 -0.035 -0.125
H 14.056662 -13.189505 2.634964 0.103 0.002 0.199
```
Forces are in eV/Å.

Values from the calculation:
- Calculated total energy: -3293.83092 Eh
- HOMO: -10.98 eV
- Gap between HOMO and LUMO: 0.32670 hartree
- Relative energy (zero: lowest compared OMol25 entry of this formula, charge and spin): 0.915 eV
- Total charge: +1